(1)
This record from the OMol25 dataset describes a 3-piece molecular cluster, C18H41F9N2O4PS overall. The level of theory is ωB97M-V/def2-TZVPD.

Results
LUMO	-0.127	Eh
charge	+1
HOMO	-9.88	eV

XYZ file:
```
76
Properties=species:S:1:pos:R:3:mulliken_charge:R:1
F 1.777 -1.421 1.795 -0.35
C 1.838 -0.065 1.687 0.85
F 2.866 0.349 2.446 -0.32
C 0.533 0.513 2.201 -0.99
C -0.731 -0.224 1.721 -0.91
C -1.623 0.614 0.767 -0.71
C -2.925 1.112 1.423 -0.35
P -2.590 2.367 2.670 0.11
C 2.118 0.219 0.187 0.43
F 0.950 0.070 -0.510 -0.23
F 3.021 -0.690 -0.267 -0.21
S 2.850 1.938 -0.188 1.39
F 1.485 2.442 -0.847 -0.32
F 3.339 1.420 -1.597 -0.29
F 4.188 1.485 0.492 -0.27
F 2.320 2.493 1.209 -0.33
F 3.482 3.342 -0.471 -0.28
H 0.611 0.432 3.281 0.37
H 0.464 1.569 1.974 0.45
H -0.478 -1.130 1.190 0.45
H -1.315 -0.539 2.578 0.64
H -1.067 1.451 0.356 0.39
H -1.912 0.001 -0.076 0.38
H -3.381 0.274 1.940 0.54
H -3.588 1.506 0.659 0.00
H -2.274 1.785 3.895 0.19
H -3.697 3.196 2.844 0.20
H -1.483 3.137 2.321 0.18
C 5.750 -2.277 3.427 -0.59
O 5.199 -3.262 2.575 -0.40
C 4.948 -2.808 1.251 -0.56
C 5.834 -3.527 0.259 -0.21
N 7.224 -3.126 0.419 -0.34
C 8.175 -3.903 -0.372 -0.72
C 8.340 -5.380 -0.034 -0.46
O 8.914 -5.617 1.237 -0.42
C 8.002 -5.709 2.315 -0.54
H 5.829 -2.712 4.421 0.28
H 6.746 -1.964 3.098 0.32
H 5.101 -1.396 3.483 0.17
H 5.089 -1.726 1.175 0.31
H 3.902 -3.030 1.021 0.26
H 5.508 -3.278 -0.755 0.38
H 5.689 -4.607 0.405 0.19
H 7.475 -3.203 1.396 0.10
H 9.152 -3.428 -0.263 0.37
H 7.898 -3.817 -1.427 0.40
H 9.038 -5.803 -0.761 0.36
H 7.403 -5.940 -0.138 0.33
H 7.043 -6.129 2.000 0.27
H 7.832 -4.737 2.788 0.18
H 8.442 -6.369 3.062 0.29
C -7.392 5.339 -3.967 -0.75
O -7.951 4.709 -2.828 -0.35
C -8.945 3.737 -3.135 -0.81
C -8.490 2.365 -2.692 -0.21
N -7.369 1.904 -3.501 -0.28
C -6.733 0.687 -3.015 -0.91
C -6.029 0.749 -1.665 -0.39
O -4.879 1.590 -1.649 -0.41
C -5.140 2.957 -1.371 -0.68
H -6.708 6.108 -3.613 0.24
H -6.838 4.631 -4.594 0.32
H -8.166 5.817 -4.573 0.36
H -9.178 3.741 -4.202 0.41
H -9.855 4.004 -2.590 0.39
H -9.318 1.659 -2.793 0.40
H -8.234 2.435 -1.624 0.16
H -6.677 2.640 -3.551 0.11
H -5.996 0.381 -3.762 0.38
H -7.484 -0.106 -2.973 0.43
H -5.666 -0.257 -1.439 0.36
H -6.710 1.029 -0.853 0.37
H -5.995 3.082 -0.700 0.34
H -5.309 3.529 -2.284 0.25
H -4.250 3.370 -0.888 0.26
```


(2)
This record from the OMol25 dataset describes C18H41IrN6OP2 as an isolated structure. The level of theory is ωB97M-V/def2-TZVPD.

Results
LUMO (alpha / beta)	-0.179 / -0.352	Eh
⟨S²⟩	6.016
2S+1	5
charge	+2
HOMO (alpha / beta)	-12.53 / -15.19	eV

XYZ file:
```
69
Properties=species:S:1:pos:R:3:mulliken_spin:R:1
Ir 0.066 0.014 -0.401 0.63
P 0.083 -2.301 -0.745 0.03
P 0.075 2.359 -0.505 0.04
N 0.377 0.118 -2.384 0.85
C 0.206 -2.371 -2.598 0.02
H 0.848 -3.200 -2.939 0.00
H -0.810 -2.494 -3.006 0.00
C 0.762 -1.060 -3.167 -0.03
H 1.878 -1.116 -3.339 0.04
H 0.345 -0.879 -4.192 0.01
C 0.756 1.371 -3.043 -0.02
H 0.332 1.295 -4.080 0.01
H 1.871 1.447 -3.214 0.04
C 0.201 2.618 -2.342 0.01
H -0.816 2.781 -2.736 0.00
H 0.842 3.477 -2.597 0.00
C 1.577 3.230 0.166 0.01
C 1.785 2.890 1.638 0.01
H 2.773 3.252 1.946 0.00
H 1.757 1.815 1.838 0.00
H 1.039 3.365 2.285 0.00
C -1.437 3.253 0.051 0.00
C -1.452 3.549 1.553 0.00
H -2.487 3.751 1.857 0.00
H -0.855 4.430 1.836 0.00
H -1.131 2.689 2.153 0.00
C -1.433 -3.235 -0.283 0.00
C -1.456 -3.671 1.185 -0.01
H -2.490 -3.906 1.464 0.00
H -1.138 -2.871 1.864 0.02
H -0.855 -4.572 1.385 0.00
C 1.584 -3.233 -0.165 0.01
C 1.792 -3.043 1.333 0.02
H 2.777 -3.438 1.604 0.00
H 1.043 -3.576 1.929 0.00
H 1.769 -1.994 1.639 0.00
C 1.920 0.002 -0.054 0.21
O 3.077 0.001 0.056 -0.01
C -1.736 4.534 -0.745 0.00
H -1.054 5.361 -0.492 0.00
H -1.705 4.387 -1.830 0.00
H -2.753 4.866 -0.497 0.00
C -1.733 -4.435 -1.197 0.00
H -2.750 -4.790 -0.979 0.00
H -1.703 -4.184 -2.262 0.00
H -1.050 -5.281 -1.024 0.00
C 1.580 -4.714 -0.556 0.00
H 2.588 -5.110 -0.369 0.00
H 0.880 -5.307 0.050 0.00
H 1.356 -4.874 -1.618 0.00
C 1.576 4.743 -0.072 0.00
H 0.876 5.273 0.590 0.00
H 2.584 5.118 0.156 0.00
H 1.353 5.011 -1.112 0.00
H 2.412 2.789 -0.408 0.00
H 2.419 -2.736 -0.692 0.00
H -2.237 2.519 -0.159 0.02
H -2.232 -2.483 -0.425 0.02
H -2.022 -0.063 -1.688 0.04
H -2.069 -0.013 -0.921 0.04
N -0.555 -0.476 4.991 0.47
N -0.822 -0.060 3.687 0.45
N -2.106 -0.140 3.253 0.13
C -1.950 -0.092 1.934 0.08
N -0.652 -0.078 1.573 0.29
N 0.091 -0.148 2.701 0.59
H 0.343 -0.093 5.251 0.00
H -1.311 -0.186 5.608 -0.01
H -2.795 -0.082 1.257 -0.03
```


(3)
This record from the OMol25 dataset describes C18H41MnO6PS3Si as an isolated structure. The level of theory is ωB97M-V/def2-TZVPD.

Results
LUMO (alpha / beta)	0.163 / 0.163	Eh
⟨S²⟩	1.250
2S+1	2
charge	-2
HOMO (alpha / beta)	0.77 / 1.43	eV

XYZ file:
```
71
Properties=species:S:1:pos:R:3:mulliken_spin:R:1
Mn -0.439 0.885 0.323 1.08
C 3.518 0.391 -0.967 0.00
C 2.231 -0.424 -0.969 -0.03
C 1.411 -0.090 -2.205 0.02
C 2.530 -1.915 -0.915 0.00
O 1.433 -0.050 0.185 0.05
Si 1.798 -0.001 1.837 -0.05
S -0.036 0.539 2.601 -0.01
O 3.083 0.980 2.068 0.01
C 3.253 2.320 2.547 0.00
C 2.795 2.419 3.997 0.00
C 2.484 3.293 1.665 0.01
C 4.751 2.584 2.456 0.00
O 2.371 -1.503 2.140 -0.02
C 2.955 -2.074 3.314 0.00
C 2.160 -1.675 4.552 0.00
C 4.408 -1.631 3.441 0.00
C 2.891 -3.583 3.113 0.00
H 4.096 0.167 -1.866 0.00
H 4.128 0.166 -0.092 0.00
H 3.281 1.456 -0.956 0.00
H 1.988 -0.337 -3.101 0.01
H 1.146 0.966 -2.208 -0.02
H 0.488 -0.670 -2.212 -0.01
H 3.048 -2.212 -1.830 0.00
H 1.600 -2.484 -0.838 0.00
H 3.150 -2.162 -0.056 0.00
H 1.728 2.206 4.080 0.00
H 2.984 3.426 4.377 0.00
H 3.350 1.710 4.615 0.00
H 1.417 3.072 1.666 0.00
H 2.831 3.221 0.633 0.00
H 2.639 4.317 2.015 0.00
H 5.300 1.862 3.063 0.00
H 4.987 3.591 2.808 0.00
H 5.087 2.485 1.422 0.00
H 2.196 -0.594 4.703 0.00
H 2.576 -2.161 5.436 0.00
H 1.113 -1.962 4.441 0.00
H 4.477 -0.552 3.572 0.00
H 4.966 -1.895 2.539 0.00
H 4.880 -2.121 4.295 0.00
H 1.853 -3.900 2.991 0.00
H 3.324 -4.102 3.970 0.00
H 3.445 -3.865 2.217 0.00
C -7.052 0.169 -1.785 0.00
C -6.321 1.106 -0.834 0.00
C -5.550 2.185 -1.574 0.00
O -5.548 0.343 0.100 0.00
P -4.046 -0.229 -0.029 -0.02
S -3.875 -1.748 1.171 0.00
S -2.817 1.358 0.162 -0.01
O -4.119 -0.684 -1.588 0.00
C -3.024 -1.138 -2.414 -0.03
C -2.341 0.036 -3.102 0.04
C -2.050 -2.054 -1.686 0.04
H -7.810 0.726 -2.343 0.00
H -7.541 -0.627 -1.222 0.00
H -6.352 -0.285 -2.485 0.00
H -7.065 1.597 -0.198 0.00
H -4.791 1.753 -2.223 0.00
H -5.047 2.857 -0.882 0.00
H -6.256 2.756 -2.184 0.00
H -3.531 -1.740 -3.174 0.00
H -1.819 0.666 -2.383 -0.03
H -3.083 0.645 -3.623 0.00
H -1.619 -0.332 -3.835 0.00
H -1.511 -1.530 -0.901 -0.08
H -1.317 -2.434 -2.399 0.00
H -2.571 -2.887 -1.221 0.00
O -0.084 2.250 -0.415 0.02
```


Number 1: largest force on an atom 1.291 eV Å⁻¹. Number 2: largest force on an atom 5.516 eV Å⁻¹. Number 3: largest force on an atom 3.584 eV Å⁻¹.